1.
88
Properties=species:S:1:pos:R:3:forces:R:3:lowdin_charge:R:1 method="wB97M-V/def2-TZVPD" total_charge=0 homo_lumo_gap_ev=7.4 e_above_lowest_kcal_mol=37.7
Ca 0.496400 0.023700 0.061800 -0.69 -0.39 1.75 1.19
C -3.455600 0.620500 2.160100 0.28 -0.06 -0.22 -0.03
C -2.413000 0.002400 1.263800 -0.29 1.36 0.00 -0.32
N -1.686500 0.723700 0.467500 -0.54 -0.69 0.08 -0.07
N -2.013000 2.006300 0.357900 -1.25 1.04 0.34 -0.02
C -1.268200 2.796400 -0.380600 -0.10 -0.03 0.17 -0.86
N -1.838100 4.027300 -0.634700 -0.06 0.01 0.00 0.05
S 0.306500 2.564400 -0.947400 0.16 0.29 -0.87 0.70
C -2.268200 -1.435100 1.167900 -0.24 -1.27 -0.05 -0.30
C -3.219700 -2.319300 1.707500 0.19 0.49 -0.10 -0.02
C -3.067600 -3.677400 1.533600 0.23 -0.12 -0.20 -0.06
C -2.002200 -4.136800 0.773000 -0.13 0.12 0.07 -0.04
C -1.119200 -3.196800 0.261100 -0.01 -0.50 0.04 -0.11
N -1.216900 -1.900400 0.478100 -0.15 0.40 0.16 0.07
H -3.037700 1.512700 2.621400 -0.04 0.07 -0.04 0.06
H -3.772500 -0.059100 2.943600 -0.03 -0.06 0.05 0.06
H -4.319300 0.933600 1.574000 -0.10 0.05 0.01 0.09
H -2.847600 4.041800 -0.601200 0.05 -0.03 0.03 0.09
H -1.415800 4.517400 -1.408300 -0.06 -0.01 0.08 0.07
H -4.080000 -1.945000 2.236300 -0.03 0.08 0.09 0.10
H -3.778900 -4.365100 1.969400 -0.05 -0.04 -0.02 0.11
H -1.864200 -5.187300 0.573400 0.06 -0.08 -0.02 0.10
H -0.290500 -3.513200 -0.357500 0.01 -0.10 0.08 0.10
O 1.318500 -1.779500 -3.442700 0.15 -0.17 -0.13 0.04
C 1.033100 -1.544100 -2.273500 0.36 -0.86 -0.80 -0.65
O 0.318600 -0.624500 -1.818600 -0.45 -0.41 -2.31 -0.22
C 1.651900 -2.489800 -1.227300 0.26 -0.03 -0.31 -0.20
C 2.117100 -3.766800 -1.618700 0.07 -0.22 0.06 0.01
C 2.674500 -4.588200 -0.681000 -0.17 0.22 -0.16 0.00
C 2.869000 -4.098700 0.631600 -0.17 0.46 0.09 -0.15
C 3.520000 -4.825500 1.649000 0.09 0.03 0.12 -0.03
C 3.762100 -4.250400 2.866800 0.03 -0.26 -0.07 -0.08
C 3.361800 -2.929600 3.125100 -0.11 0.23 -0.11 -0.08
C 2.698600 -2.208600 2.170500 0.04 0.02 0.17 -0.04
C 2.420200 -2.776200 0.910800 0.44 -0.83 0.21 -0.20
N 1.768300 -2.037000 -0.007400 -0.14 -0.27 -0.32 0.06
H 1.997000 -4.053500 -2.652500 -0.02 0.00 -0.03 0.12
H 2.986100 -5.594300 -0.930000 0.06 -0.04 -0.02 0.12
H 3.852000 -5.832800 1.437200 0.02 -0.08 0.01 0.11
H 4.274400 -4.804300 3.639700 0.04 -0.09 0.03 0.10
H 3.591200 -2.488200 4.085300 -0.02 0.07 0.05 0.10
H 2.394100 -1.185400 2.331500 -0.03 0.07 0.08 0.07
C 5.554600 2.797200 1.074200 -0.05 0.07 0.04 -0.12
N 4.724600 1.615800 1.010700 -0.74 -0.12 -0.42 -0.30
C 5.469200 0.376500 0.937300 -0.04 -0.25 0.06 -0.10
P 3.270500 1.702200 0.159800 2.02 2.09 0.39 0.49
O 2.663900 0.378800 0.144900 0.66 -0.38 -0.30 -0.37
O 2.517100 2.814500 1.068600 -0.08 -0.40 -0.11 -0.32
P 1.361500 2.446400 2.149900 0.51 2.23 1.20 0.49
O 0.675900 1.168000 1.974500 -0.07 -0.11 0.65 -0.45
N 0.422000 3.800100 2.142200 0.60 -0.65 -0.12 -0.29
C -0.848700 3.710800 2.824900 -0.20 -0.08 0.26 -0.10
C 0.765600 5.094800 1.605600 0.07 0.00 -0.23 -0.10
N 2.166900 2.464700 3.630100 -0.36 -0.26 -0.79 -0.28
C 3.061200 3.582500 3.849500 -0.12 0.12 0.10 -0.10
C 2.694200 1.206600 4.117100 -0.05 -0.17 0.06 -0.11
N 3.505900 2.450800 -1.300500 -0.56 -0.53 0.93 -0.30
C 3.282600 3.857000 -1.549900 0.09 0.32 0.04 -0.13
C 3.457100 1.617600 -2.489100 0.10 -0.26 -0.29 -0.09
H 6.108900 2.796100 2.017800 -0.01 0.10 -0.06 0.09
H 4.918300 3.678700 1.032200 0.12 0.18 0.09 0.07
H 6.275300 2.844800 0.250000 -0.02 0.00 -0.05 0.09
H 5.989700 0.212700 1.885100 0.05 -0.05 -0.06 0.09
H 6.205000 0.381800 0.124900 0.04 0.01 0.00 0.09
H 4.766000 -0.436700 0.773400 0.13 -0.14 0.07 0.07
H -0.994600 2.674600 3.124600 -0.26 0.03 0.05 0.07
H -1.663100 4.007200 2.158700 0.06 -0.09 0.03 0.08
H -0.865300 4.340500 3.721200 0.05 0.02 0.00 0.09
H 1.754500 5.044100 1.159900 0.01 0.16 -0.07 0.06
H 0.766400 5.854100 2.396700 0.01 -0.04 -0.01 0.09
H 0.047500 5.383200 0.832500 0.04 0.00 0.03 0.08
H 2.633300 4.466800 3.383700 0.10 0.18 0.09 0.07
H 4.054300 3.402100 3.421000 -0.01 0.01 0.03 0.07
H 3.158200 3.758500 4.924100 0.06 0.05 -0.07 0.09
H 1.948900 0.439500 3.925700 0.09 -0.17 0.07 0.03
H 2.862100 1.284900 5.193700 0.02 -0.03 0.00 0.09
H 3.639000 0.939400 3.627100 0.03 -0.06 0.02 0.08
H 3.015000 4.363800 -0.626600 0.03 0.10 -0.07 0.06
H 2.457200 3.985300 -2.253500 0.00 0.02 0.04 0.06
H 4.187400 4.310300 -1.963800 -0.01 0.04 -0.02 0.09
H 3.559100 0.570400 -2.208900 0.05 -0.02 -0.16 0.08
H 4.276700 1.903300 -3.154600 -0.04 -0.12 -0.01 0.09
H 2.507600 1.730700 -3.021200 -0.01 0.01 0.08 0.09
Cl -0.313100 -1.041600 3.438100 0.00 -0.26 1.20 0.68
C -0.179400 -1.870100 5.027400 -0.02 0.06 -0.41 -0.94
Cl -0.013600 -3.617400 4.814200 -0.01 -0.06 0.05 0.52
H -1.084500 -1.682300 5.605900 0.21 0.05 -0.20 0.03
H 0.714100 -1.507600 5.535000 -0.19 0.01 -0.12 0.02

=====

2.
79
Properties=species:S:1:pos:R:3:forces:R:3:lowdin_charge:R:1 method="wB97M-V/def2-TZVPD" total_charge=0 homo_lumo_gap_ev=8.9
C -2.610445 -4.743258 0.168369 -0.20 -0.09 -0.69 0.00
C -2.259563 -3.212130 0.415288 3.02 0.31 2.81 -0.37
O -1.191247 -2.969666 1.056713 -3.68 -0.77 -2.58 0.01
N -3.052437 -2.045043 0.005249 -0.66 -2.79 -1.93 -0.07
C -2.210922 -1.272954 -0.987424 1.19 0.13 -0.34 -0.07
C -4.388253 -2.400563 -0.510706 -1.51 1.02 2.66 -0.12
C -5.568021 -2.168850 0.282170 2.32 -0.95 -3.23 -0.39
Cl -5.788465 -1.461511 1.935285 0.34 -1.44 -2.85 0.64
C -6.678492 -2.764593 -0.694235 -2.07 -0.04 3.39 -0.34
O -7.714261 -3.304210 -0.284060 3.58 2.06 -2.71 0.13
O -6.187380 -2.585025 -2.035915 0.34 -2.56 0.90 0.06
C -4.818317 -3.059559 -1.919465 1.61 -0.20 0.42 -0.26
O -4.191089 -3.802830 -2.681944 -2.70 3.18 2.77 0.12
H -1.695328 -5.219939 -0.349596 -1.37 0.91 0.96 0.11
H -2.797216 -5.297874 1.144103 0.39 0.99 -1.13 0.10
H -3.498464 -4.939439 -0.515823 1.12 0.46 0.93 0.07
H -1.519268 -2.014051 -1.528899 -1.08 1.17 0.46 0.11
H -1.519497 -0.579536 -0.394218 -1.26 -0.88 -1.01 0.08
H -2.859475 -0.708310 -1.742720 0.92 -0.75 1.35 0.11
C -2.860863 2.026645 4.093235 -0.03 0.01 0.05 -0.11
C -1.592946 1.489023 3.437053 -0.18 -0.02 0.34 -0.29
C -1.496751 1.842185 1.951793 -0.66 -0.49 -0.26 -0.19
C -2.659986 1.250043 1.211507 -1.93 -0.74 -1.42 -0.18
N -3.573837 0.784806 0.629594 2.65 1.56 1.82 0.15
H -3.760286 1.593455 3.647618 0.06 0.06 -0.03 0.07
H -2.873322 1.776292 5.156814 0.01 0.06 -0.07 0.07
H -2.920035 3.115397 3.999129 -0.04 -0.08 0.02 0.08
H -1.562106 0.402309 3.562322 0.13 0.11 -0.12 0.11
H -0.722569 1.897199 3.957779 0.02 -0.08 -0.20 0.10
H -0.568675 1.448124 1.531981 -0.18 -0.01 0.00 0.06
H -1.497983 2.927090 1.813441 -0.15 -0.09 -0.07 0.12
C 2.474043 -2.760615 0.879997 0.01 -0.05 -0.06 -0.11
C 3.619416 -2.020927 1.563478 -0.04 -0.17 -0.40 -0.27
C 3.214919 -1.406955 2.905580 -0.47 0.51 -0.35 -0.17
C 2.110821 -0.411776 2.697726 -1.86 1.69 -0.04 -0.16
N 1.242669 0.369291 2.534452 2.81 -2.37 0.41 0.17
H 1.647141 -2.088304 0.637481 0.01 -0.07 0.09 0.06
H 2.815911 -3.204962 -0.057611 -0.01 0.04 0.09 0.08
H 2.089542 -3.562929 1.516981 -0.04 0.08 -0.06 0.08
H 3.985347 -1.236866 0.892664 0.04 -0.04 0.13 0.09
H 4.446758 -2.718045 1.725037 -0.01 0.14 0.11 0.11
H 4.069815 -0.900799 3.361329 -0.19 0.08 0.03 0.11
H 2.873067 -2.182666 3.596139 -0.11 0.15 -0.04 0.12
C -5.725337 -3.226115 -5.503251 0.03 0.01 0.10 -0.10
C -6.418156 -1.873505 -5.631310 0.16 -0.21 0.23 -0.27
C -7.058355 -1.658964 -7.004935 0.75 0.08 -0.37 -0.19
C -6.005875 -1.715063 -8.074394 1.56 -0.05 -2.02 -0.21
N -5.178238 -1.759132 -8.913198 -2.49 0.13 2.60 0.13
H -4.897936 -3.323946 -6.210939 -0.10 0.02 -0.02 0.08
H -5.309741 -3.346079 -4.500790 -0.15 -0.05 -0.32 0.03
H -6.429178 -4.045217 -5.680538 0.06 0.04 0.01 0.08
H -5.688366 -1.081251 -5.434991 -0.14 0.02 -0.07 0.11
H -7.191739 -1.796205 -4.861531 -0.01 0.07 -0.12 0.10
H -7.551951 -0.684503 -7.041922 0.07 -0.09 -0.17 0.11
H -7.810423 -2.427496 -7.202482 0.12 0.04 -0.09 0.12
C 5.120997 2.390241 0.142597 0.03 0.12 0.07 -0.12
C 4.180079 2.891267 -0.947954 0.29 0.06 0.18 -0.26
C 3.021825 1.929456 -1.223350 0.48 -0.54 -0.34 -0.18
C 3.555956 0.602837 -1.680341 0.60 -2.34 -0.79 -0.21
N 3.975404 -0.439480 -2.039357 -1.23 3.17 1.14 0.13
H 5.604012 1.451705 -0.141408 -0.06 0.05 0.01 0.07
H 5.913362 3.119660 0.325076 -0.15 -0.18 -0.04 0.02
H 4.581667 2.230165 1.082198 -0.01 -0.03 -0.05 0.07
H 4.754697 3.052011 -1.865629 -0.14 -0.01 0.03 0.11
H 3.773771 3.862016 -0.648759 -0.09 -0.09 -0.10 0.11
H 2.370071 2.337526 -2.000154 0.02 -0.21 0.02 0.11
H 2.422110 1.781833 -0.320577 0.06 -0.13 -0.07 0.11
C 6.104662 4.484310 3.635668 -0.06 -0.03 0.05 -0.11
C 7.559196 4.894207 3.841768 -0.26 -0.15 0.21 -0.27
C 8.199715 5.471865 2.577569 -0.01 -0.75 -0.38 -0.18
C 8.183641 4.445506 1.482015 0.15 -1.52 -2.03 -0.19
N 8.171001 3.637802 0.622647 0.13 2.49 2.69 0.14
H 6.011647 3.689185 2.891267 0.04 0.09 0.00 0.06
H 5.680979 4.105738 4.568904 0.01 0.07 -0.07 0.07
H 5.500057 5.335480 3.307985 0.02 -0.08 0.02 0.08
H 8.128577 4.022994 4.180745 0.05 0.14 -0.06 0.11
H 7.608700 5.640962 4.639541 0.11 -0.01 -0.11 0.11
H 9.233942 5.762124 2.778701 -0.06 -0.06 -0.18 0.11
H 7.657298 6.360401 2.243429 0.04 -0.13 -0.09 0.12